1.
# C21H36N2O9P2

3 unconnected molecules or ions with the total composition C21H36N2O9P2 in a non-equilibrium geometry (wB97M-V/def2-TZVPD, the OMol25 dataset).

* orbital gap: 7.56 eV
* molecular weight: 522.5 g/mol
* 2S+1: 1
* net charge: 0
* max |F|: 8.67 eV Å⁻¹
* SMILES: Cc1ccc(C(C)C)c(OC[C@@H](C#N)CC#N)c1.COP(=O)(OC)OC.COP(=O)(OC)OC
* HOMO level: -9.29 eV

The geometry in XYZ format:
```
70
Properties=species:S:1:pos:R:3:forces:R:3
C 1.2955 0.5752 1.5896 -2.80 0.52 1.20
C 0.7616 -0.8577 1.6916 -0.38 -0.86 -0.17
C 1.3481 -1.8841 2.4809 -0.81 -0.02 -0.35
C 0.7474 -3.1717 2.5299 -0.40 0.57 -0.66
C -0.4336 -3.5045 1.7943 0.35 0.45 0.35
C -0.9776 -4.9459 1.8879 0.18 0.01 -0.44
C -2.1949 -5.1288 2.8698 0.61 -0.75 0.05
C -1.2336 -5.5320 0.4357 0.74 0.11 0.36
C -1.0272 -2.4693 1.0086 1.48 0.70 0.85
O -2.1882 -2.6542 0.2700 0.00 0.07 0.63
C -3.3689 -2.4595 1.0331 -0.90 0.06 -0.19
C -3.6901 -0.9690 1.3479 -0.84 0.64 -0.19
C -4.2076 -0.2055 0.1315 0.96 -0.26 0.32
N -4.4400 0.4142 -0.8164 -0.23 -1.16 1.32
C -4.7467 -0.8422 2.5212 0.95 1.23 0.40
C -4.5441 0.5576 3.0978 -0.49 -0.56 -0.25
N -4.3121 1.6061 3.5233 -0.20 -0.89 -0.36
C -0.4088 -1.1876 0.9660 -0.07 -0.41 0.07
H 0.4491 1.3010 1.6411 0.39 -0.56 0.22
H 1.9832 0.7956 2.4309 -0.57 0.05 -0.45
H 1.7816 0.7904 0.6376 -1.69 0.30 -0.05
H 2.2478 -1.6667 3.0751 -0.45 -0.18 -0.30
H 1.2003 -3.9699 3.1421 -0.20 0.55 -0.36
H -0.1476 -5.5586 2.3051 -0.51 0.55 -0.17
H -2.5713 -4.1924 3.3178 0.08 -0.49 -0.39
H -2.9717 -5.7197 2.3445 0.08 0.66 0.44
H -1.8642 -5.7657 3.7215 -0.26 0.47 -0.47
H -0.4188 -6.2562 0.2097 -0.66 0.33 0.10
H -1.1346 -4.7268 -0.3161 -0.41 -0.58 0.32
H -2.2060 -6.0540 0.3607 0.49 0.38 -0.09
H -3.3552 -3.0108 1.9930 0.24 0.32 -0.51
H -4.2001 -2.8885 0.4285 0.56 0.31 0.35
H -2.8065 -0.3960 1.7046 -0.30 -0.68 -0.40
H -5.7838 -1.0063 2.1840 0.49 0.15 0.25
H -4.4899 -1.5242 3.3607 -0.22 0.20 -0.70
H -0.8669 -0.4044 0.3371 0.18 -0.53 0.29
C -4.0497 2.8536 -2.1982 0.26 -0.30 -0.02
O -4.3245 3.5002 -3.4439 -1.58 1.56 -2.98
P -3.1170 3.5010 -4.6104 6.23 -2.58 5.44
O -2.4389 2.2220 -4.2262 -0.85 0.18 -0.81
O -2.3767 4.8045 -3.9260 -1.04 0.63 -0.92
C -3.1346 5.8326 -3.2802 0.14 0.14 0.16
O -2.1931 3.7104 -6.0148 -3.46 0.57 -0.63
C -2.6278 4.7415 -6.9144 0.18 0.22 -0.08
H -4.8435 3.1302 -1.5021 -0.13 0.16 -0.28
H -4.0616 1.7851 -2.3178 0.20 0.12 -0.18
H -3.0910 3.1852 -1.7925 0.04 -0.05 -0.14
H -3.1491 5.6492 -2.2056 -0.12 0.02 0.00
H -4.1554 5.8875 -3.6535 0.02 0.00 0.12
H -2.6490 6.7918 -3.4632 0.14 -0.12 -0.06
H -2.5325 5.7241 -6.4444 -0.01 -0.01 -0.01
H -3.6640 4.5751 -7.2146 0.06 0.08 -0.16
H -1.9969 4.7119 -7.8007 0.02 -0.09 0.09
C 8.7756 1.6931 -0.4198 0.18 0.59 -0.15
O 7.6414 0.8537 -0.5918 -2.35 -2.32 -1.28
P 6.2168 1.2882 0.1939 3.44 5.92 5.25
O 6.4304 2.7711 0.2176 -0.49 -0.68 -0.83
O 6.7135 0.5858 1.5996 -0.57 -1.14 -0.79
C 7.5225 -0.5944 1.5931 0.12 -0.04 0.21
O 4.6374 1.3795 0.7902 0.30 -2.25 -2.83
C 3.8603 0.1649 0.7464 -0.37 -0.25 0.60
H 9.6395 1.1551 -0.8143 -0.22 -0.23 -0.04
H 8.6589 2.6157 -0.9848 -0.05 0.06 0.20
H 8.9445 1.9108 0.6359 -0.14 0.10 -0.03
H 8.5702 -0.3149 1.7087 0.03 -0.08 -0.09
H 7.3990 -1.1730 0.6796 0.11 0.01 0.05
H 7.2341 -1.2204 2.4382 -0.09 0.16 0.05
H 4.2992 -0.5931 1.4059 0.10 0.01 -0.10
H 3.8120 -0.2204 -0.2768 -0.12 -0.06 0.07
H 2.8009 0.4090 1.1011 4.60 -1.03 -0.86
```
Positions in Å, forces in eV/Å.

Atomic partial charges in e from the Löwdin method, atoms 1 to 4:
1. C -0.09
2. C -0.22
3. C -0.03
4. C -0.01

=====

2.
# C20H21IrN4O4S2

A molecular structure, C20H21IrN4O4S2 in a non-equilibrium geometry (wB97M-V/def2-TZVPD, the OMol25 dataset).

* orbital gap (alpha / beta): 6.51 / 5.75 eV
* molecular weight: 637.8 g/mol
* expectation value of S²: 0.7755
* energy above the lowest of the compared OMol25 structures with the same formula, charge and spin: 0.8 kcal per mole
* 2S+1: 2
* net charge: +1
* max |F|: 3.43 eV Å⁻¹
* HOMO level (alpha / beta): -10.35 / -10.61 eV

The geometry in XYZ format:
```
52
Properties=species:S:1:pos:R:3:forces:R:3
Ir -0.4200 -0.0379 -0.1209 2.43 2.39 -0.41
O 2.2272 0.2631 -3.5679 0.06 0.04 0.03
C 1.5559 0.1533 -2.4417 -0.05 -0.09 0.07
O 0.3466 0.0120 -2.3865 -0.48 -0.07 -0.03
C 2.3917 0.1651 -1.2109 0.02 0.21 -0.09
C 3.7638 0.0667 -1.1672 0.11 0.13 0.09
C 4.3790 0.0172 0.0876 -0.02 0.02 -0.10
C 3.6068 0.0571 1.2335 -0.05 0.15 -0.02
C 2.2271 0.1452 1.0933 0.06 0.06 0.14
N 1.6599 0.2126 -0.0934 -0.18 -1.28 -0.33
C 1.2398 0.0821 2.2333 0.18 -0.12 -0.02
O 1.6284 0.0486 3.3707 -0.16 0.03 0.00
O -0.0102 0.0275 1.8452 -1.07 -0.13 0.38
H 1.6139 0.2421 -4.3208 -0.04 -0.01 0.02
H 4.3338 0.0228 -2.0840 0.01 0.02 0.01
H 5.4555 -0.0606 0.1559 0.00 -0.01 0.00
H 4.0245 0.0163 2.2297 0.01 -0.04 0.00
S -2.7042 0.2456 -0.3591 -0.09 -1.07 0.25
C -2.9996 1.8997 -0.1642 -0.10 0.19 -0.05
C -4.3432 2.3568 -0.1007 0.11 -0.07 -0.09
C -4.6012 3.6872 0.0135 0.06 0.16 -0.01
C -3.5356 4.6266 0.0502 -0.15 -0.07 -0.02
C -2.2394 4.2135 -0.0212 0.08 -0.08 -0.02
C -1.9396 2.8318 -0.1146 -0.18 0.25 0.11
S -0.3309 2.3047 -0.1656 0.02 -0.35 -0.09
H -5.1445 1.6314 -0.1515 0.01 0.00 0.03
H -5.6234 4.0367 0.0660 0.01 0.01 0.01
H -3.7593 5.6817 0.1331 -0.01 -0.01 -0.01
H -1.4262 4.9273 -0.0104 0.00 -0.01 0.05
C -2.8586 -4.3143 2.2760 -0.01 0.07 0.01
C -3.2070 -2.8967 1.8684 0.08 -0.08 -0.02
N -2.0197 -2.2286 1.3538 0.00 -0.14 0.21
C -1.0758 -2.8655 0.6205 0.18 -0.05 -0.09
N -0.1328 -2.1247 0.0403 -0.81 -0.17 0.05
C 0.9385 -2.8071 -0.6816 -0.09 -0.01 0.15
C 0.4348 -4.0725 -1.3515 0.03 0.10 -0.01
C -0.1751 -4.9526 -0.2878 -0.01 -0.03 -0.06
N -1.1429 -4.2075 0.5087 -0.04 0.07 -0.09
C -2.2302 -5.0036 1.0848 0.06 -0.02 0.17
H -3.7509 -4.8570 2.5857 0.02 -0.02 0.01
H -2.1586 -4.2919 3.1135 -0.01 -0.03 0.01
H -3.5836 -2.3184 2.7082 0.01 0.04 -0.02
H -3.9784 -2.9088 1.0937 -0.04 0.04 0.03
H -1.6847 -1.4143 1.8469 -0.02 0.11 -0.14
H 1.7605 -3.0480 0.0036 0.02 0.00 -0.02
H 1.3294 -2.1272 -1.4309 0.04 -0.02 -0.05
H 1.2529 -4.6010 -1.8406 -0.01 0.01 -0.02
H -0.3100 -3.8126 -2.1072 0.00 -0.02 0.00
H 0.6112 -5.3330 0.3714 -0.04 -0.09 0.01
H -0.6871 -5.8078 -0.7293 -0.01 0.00 0.00
H -1.8139 -5.9668 1.3814 0.04 0.00 -0.03
H -2.9823 -5.1904 0.3117 0.01 -0.02 -0.01
```
Positions in Å, forces in eV/Å.

Atomic partial charges in e from the Löwdin method, atoms 1 to 4:
1. Ir 1.03
2. O 0.19
3. C -0.46
4. O 0.02

=====

3.
# C24H42Br3N5O3

A molecular structure, C24H42Br3N5O3 in a non-equilibrium geometry (wB97M-V/def2-TZVPD, the OMol25 dataset).

* orbital gap: 10.19 eV
* molecular weight: 688.3 g/mol
* energy above the lowest of the compared OMol25 structures with the same formula, charge and spin: 0.0 kcal per mole
* 2S+1: 1
* net charge: 0
* max |F|: 4.65 eV Å⁻¹
* HOMO level: -10.14 eV

The geometry in XYZ format:
```
77
Properties=species:S:1:pos:R:3:forces:R:3
C 3.3462 -2.6377 0.6205 0.14 0.14 0.09
C 2.4658 -3.8642 0.4980 0.88 -0.84 0.06
C 2.5842 -4.5297 -0.8549 0.62 0.57 -0.84
C 1.5606 -5.5277 -1.0665 -3.41 -2.99 -1.04
N 0.6800 -6.2974 -1.2619 3.29 2.61 0.76
H 4.3999 -2.7922 0.2825 -0.81 -0.16 0.30
H 3.3611 -2.3586 1.6895 0.08 0.35 -0.61
H 2.9203 -1.8609 -0.0237 0.16 0.24 0.36
H 1.4250 -3.7062 0.7332 -0.27 0.47 0.05
H 2.8099 -4.6190 1.1803 0.08 -0.31 0.80
H 3.5859 -4.9657 -1.0147 -0.39 0.02 0.21
H 2.4793 -3.7585 -1.6229 -0.21 -0.15 -0.18
C -1.4660 -4.4360 0.3887 0.63 0.69 -1.02
C -2.2170 -5.0001 -0.8168 0.74 0.39 0.42
C -2.7186 -3.9373 -1.7938 -0.57 -0.79 -0.25
C -3.5865 -2.9485 -1.1768 -0.93 1.05 0.55
N -4.2331 -2.1153 -0.6981 0.64 -0.88 -0.42
H -2.1167 -3.8254 1.0158 0.13 -0.05 0.10
H -0.5754 -3.8509 0.0641 -0.75 -0.01 0.06
H -1.0338 -5.2514 0.9241 0.03 -0.61 0.74
H -3.0198 -5.5908 -0.4227 -0.86 -0.17 0.01
H -1.5822 -5.7161 -1.3261 0.16 0.15 -0.28
H -3.2507 -4.4467 -2.6042 -0.23 0.17 0.11
H -1.9526 -3.3734 -2.2946 0.83 0.08 0.04
C -2.4655 -0.1393 -2.9706 0.73 0.78 0.44
C -2.0809 -0.9086 -4.2514 -1.37 0.16 0.60
C -0.5875 -0.9720 -4.4279 0.65 -0.81 -1.84
C 0.0544 -1.7311 -3.3522 -0.76 1.91 -1.56
N 0.5169 -2.2925 -2.4860 0.94 -1.25 1.70
H -3.5294 0.0321 -2.7888 0.06 -0.46 -0.26
H -2.0223 0.8695 -2.9810 -0.06 -0.22 -0.27
H -2.0284 -0.5743 -2.0468 -0.36 -0.18 -0.61
H -2.5960 -0.5083 -5.1429 0.49 0.13 0.36
H -2.4715 -1.9117 -4.1582 -0.10 -0.47 -0.01
H -0.1940 0.0228 -4.6202 0.39 0.15 0.74
H -0.2855 -1.4983 -5.3766 -0.55 0.21 0.75
C 3.5341 2.9594 3.5070 -0.04 -0.42 0.01
C 2.6913 2.4609 2.3216 1.21 0.24 -0.41
C 2.5056 3.5050 1.1754 0.46 0.09 1.11
C 1.5737 4.5853 1.5509 0.49 -1.43 -0.73
N 0.7796 5.3635 1.8035 -0.62 0.86 0.37
H 3.1202 3.8751 3.9539 0.32 -0.07 -0.33
H 4.5999 3.0469 3.2229 -0.56 0.40 0.07
H 3.5121 2.2196 4.3120 -0.03 0.04 -0.17
H 1.7486 2.0545 2.6603 -0.38 0.22 -0.01
H 3.2120 1.6169 1.8417 -0.03 0.16 0.21
H 2.1644 2.9246 0.3293 -0.37 0.47 -0.49
H 3.4565 4.0116 0.9118 -0.35 -0.55 0.12
C -1.7769 0.7481 0.8701 0.31 -0.78 -0.56
C -1.2436 -0.6918 0.9617 0.59 0.42 -0.61
C -0.3658 -0.9027 2.2013 -0.69 0.21 0.28
C -1.1421 -0.8204 3.4338 0.32 -0.15 0.11
N -1.6749 -0.7630 4.4461 -0.33 0.04 0.28
H -0.9415 1.4421 0.8709 0.07 0.27 -0.01
H -2.3881 0.9327 1.7303 -0.50 0.37 0.44
H -2.3703 0.8957 -0.0478 0.19 -0.07 0.42
H -0.5051 -0.8572 0.1576 -0.71 -0.18 -0.22
H -2.0885 -1.3927 0.8955 0.52 0.02 0.03
H 0.3596 -0.0793 2.2727 0.14 -0.39 -0.17
H 0.1210 -1.8834 2.1947 0.12 0.25 -0.09
C -1.4442 3.3539 -2.7547 -0.04 -0.70 -0.11
O -1.4395 4.7436 -2.6011 -0.35 0.59 -0.44
C -0.3355 5.3219 -2.1657 0.77 1.73 0.83
O 0.7878 4.8936 -2.0645 -0.50 -0.76 -0.23
O -0.6837 6.5756 -1.8215 0.16 -0.02 0.22
C 0.2868 7.4099 -1.1326 -0.38 -0.32 -0.30
H -0.5381 2.9993 -3.2565 -0.19 -0.04 0.11
H -2.3530 3.0655 -3.2919 0.30 0.33 -0.17
H -1.5500 2.9420 -1.7650 0.29 -0.57 0.40
H -0.2892 8.0241 -0.4684 -0.49 0.30 0.23
H 0.7674 8.0709 -1.8532 0.29 -0.32 0.01
H 0.9595 6.8423 -0.4944 0.17 -0.18 -0.46
C 0.1079 1.4191 6.0767 -0.40 0.09 -1.29
Br -0.1214 2.7750 4.6102 -0.03 -0.51 1.03
Br -0.8298 1.8340 7.6848 0.28 0.15 -0.15
Br 1.9536 0.9721 6.2542 0.20 0.07 0.42
H -0.3361 0.5276 5.6501 -0.24 0.17 0.17
```
Positions in Å, forces in eV/Å.

Atomic partial charges in e from the Löwdin method, atoms 1 to 4:
1. C -0.10
2. C -0.28
3. C -0.22
4. C -0.20